1.
This record from the OMol25 dataset describes one molecule with the formula CF2NPS. The level of theory is the ωB97M-V functional and the def2-TZVPD basis.

frontier orbital gap: 9.9957 eV
structure (SMILES): N#CP(F)(F)=S
HOMO level: -10.38 eV
energy: -1032.19593 Ha

Geometry as ORCA input:
```
! wB97M-V def2-TZVPD RIJCOSX def2/J DEFGRID3
* xyz 0 1
C 0.909 0.555 0.563
F -1.623 0.350 0.464
F -0.602 0.683 -1.629
N 1.737 0.573 1.439
S -0.033 -2.029 -0.481
P -0.388 -0.133 -0.357
*
```

2.
This record from the OMol25 dataset describes C2H6N4 as an isolated structure. The level of theory is the ωB97M-V functional and the def2-TZVPD basis.

frontier orbital gap: 8.5921 eV
HOMO level: -8.23 eV
energy: -298.67371 Ha

Geometry as ORCA input:
```
! wB97M-V def2-TZVPD RIJCOSX def2/J DEFGRID3
* xyz 0 1
H 2.522 0.535 0.823
C 0.413 0.603 -0.142
H -0.969 2.037 -0.230
N 2.325 -0.333 -0.103
H 2.576 -1.165 0.295
C -0.937 1.009 -0.043
N 0.922 -0.515 -0.123
H -1.155 -1.380 -0.156
N -1.976 -0.970 0.033
H 1.084 1.505 -0.080
N -2.072 0.303 0.050
H -2.732 -1.629 -0.323
*
```

3.
This record from the OMol25 dataset describes a 2-piece molecular cluster, C2H9NOS overall. The level of theory is the ωB97M-V functional and the def2-TZVPD basis.

frontier orbital gap: 9.4210 eV
structure (SMILES): NCO.CS
HOMO level: -8.61 eV
energy: -609.74132 Ha

Geometry as ORCA input:
```
! wB97M-V def2-TZVPD RIJCOSX def2/J DEFGRID3
* xyz 0 1
H 1.611 -1.621 -1.145
C -1.687 0.174 1.266
H 0.339 0.457 -1.782
C 1.229 0.037 -0.187
H -2.359 0.843 -0.894
H 1.833 0.884 0.170
N 2.135 -0.758 -1.057
H 0.959 -0.542 0.694
H 3.102 -0.884 -0.809
H -0.923 0.878 1.581
O 0.066 0.367 -0.866
H -1.334 -0.640 0.635
S -2.815 1.163 0.285
H -2.155 -0.360 2.108
*
```

4.
This record from the OMol25 dataset describes one molecule with the formula C3H8N2S2. The level of theory is the ωB97M-V functional and the def2-TZVPD basis.

frontier orbital gap: 9.3591 eV
structure (SMILES): CC/C(=N/S)NS
HOMO level: -8.66 eV
energy: -1024.95534 Ha

Geometry as ORCA input:
```
! wB97M-V def2-TZVPD RIJCOSX def2/J DEFGRID3
* xyz 0 1
N -0.185 -1.260 -0.562
N -1.738 0.349 0.265
H 1.178 0.174 1.208
H 0.929 1.786 -1.399
C -0.550 -0.062 0.073
S 1.131 -2.151 0.011
C 1.515 1.364 -0.564
H -3.956 -0.247 0.615
H 2.170 2.169 -0.254
S -3.010 -0.702 -0.233
H 0.569 -2.576 1.147
H 2.137 0.565 -0.938
C 0.575 0.775 0.521
H 0.175 1.632 1.060
H -0.940 -1.817 -0.951
*
```

5.
This record from the OMol25 dataset describes C13H28FO2PSi2 as an isolated structure. The level of theory is the ωB97M-V functional and the def2-TZVPD basis.

frontier orbital gap: 7.4670 eV
HOMO level: -7.65 eV
energy: -1682.70089 Ha

Geometry as ORCA input:
```
! wB97M-V def2-TZVPD RIJCOSX def2/J DEFGRID3
* xyz 0 1
H 0.802 -3.067 -1.391
C 2.307 -3.165 0.196
C -3.176 -1.278 0.849
H -3.610 0.243 -3.415
H -0.455 1.180 1.576
H 3.784 -2.533 -0.921
H -4.563 -0.016 1.900
H 3.242 2.455 -1.946
C 0.070 -0.921 1.963
H -3.811 -2.162 0.750
C -4.133 -0.049 0.896
Si 2.354 0.591 -0.350
H 2.301 -4.147 0.685
H -2.698 -1.359 1.827
H 2.654 -2.457 0.950
O 3.184 -3.291 -0.925
H -4.958 -0.220 0.205
H -4.040 1.263 -2.075
H -0.117 4.110 1.640
H 0.038 0.779 3.258
H 4.522 0.733 -3.372
P -1.997 -1.323 -0.602
H 0.178 -3.628 0.153
O 0.816 0.059 -0.798
C -2.237 0.149 -1.720
F 1.336 -1.071 2.605
H -4.382 -0.436 -1.916
H 1.979 1.689 1.908
C -3.659 0.267 -2.327
C 0.871 4.110 1.174
H 1.538 4.943 1.403
H -0.545 -1.729 2.379
H 3.230 2.492 0.915
H -1.906 1.075 -1.240
C 3.578 0.567 -2.857
C 2.236 2.002 0.899
Si 0.138 -1.211 0.087
C -0.516 0.442 2.378
C 3.132 1.369 -1.890
H 2.950 -0.276 -3.146
H -3.600 0.868 0.648
C 0.862 -2.907 -0.312
H 3.274 -0.477 0.060
C 1.261 3.048 0.373
H -1.538 -0.002 -2.547
H -1.547 0.306 2.711
H 0.853 2.984 -0.640
*
```

6.
This record from the OMol25 dataset describes one molecule with the formula C2H5FSi. The level of theory is the ωB97M-V functional and the def2-TZVPD basis.

frontier orbital gap: 10.0875 eV
structure (SMILES): C=C[SiH2]F
HOMO level: -10.44 eV
energy: -468.50842 Ha

Geometry as ORCA input:
```
! wB97M-V def2-TZVPD RIJCOSX def2/J DEFGRID3
* xyz 0 1
C 1.579 0.191 -0.701
H 2.609 -0.097 -0.702
H -1.753 1.406 0.122
C 0.783 -0.153 0.295
F -2.834 -0.553 -0.506
H 0.975 -0.739 1.136
H -1.396 -0.729 1.598
Si -1.268 -0.059 0.381
H 1.305 0.734 -1.623
*
```

7.
This record from the OMol25 dataset describes one molecule with the formula C5H10O2. The level of theory is the ωB97M-V functional and the def2-TZVPD basis.

frontier orbital gap: 10.6717 eV
structure (SMILES): CCO[C@H]1O[C@@H]1C
HOMO level: -9.58 eV
energy: -346.93364 Ha

Geometry as ORCA input:
```
! wB97M-V def2-TZVPD RIJCOSX def2/J DEFGRID3
* xyz 0 1
C -2.466 1.502 0.460
O -1.220 -0.382 -0.770
O 1.041 0.383 -0.268
H -3.503 1.164 0.354
H 3.148 -0.829 -0.857
H 1.915 -0.562 1.327
H 1.783 -1.731 -1.498
C -0.284 0.634 -0.530
H -2.279 2.265 -0.298
H -0.302 1.427 -1.275
H -1.197 -0.085 1.324
C 2.347 -1.520 -0.589
C -1.386 0.460 0.396
H -2.347 1.962 1.443
C 1.421 -0.822 0.384
H 2.792 -2.451 -0.224
H 0.538 -1.416 0.622
*
```

8.
This record from the OMol25 dataset describes C32H32IN9O3PbS as an isolated structure. The level of theory is the ωB97M-V functional and the def2-TZVPD basis.

frontier orbital gap: 7.1903 eV
HOMO level: -13.39 eV
energy: -2845.30081 Ha

Geometry as ORCA input:
```
! wB97M-V def2-TZVPD RIJCOSX def2/J DEFGRID3
* xyz 2 1
O -0.810 5.175 0.908
H -3.310 -5.977 -0.255
H 4.154 2.368 -2.104
C 3.028 1.642 -0.424
C -0.893 -4.246 3.153
Pb -0.381 -0.498 -0.831
C -1.410 -5.096 -0.515
N 3.685 2.448 0.380
H 2.722 2.401 4.203
H 1.983 -2.143 -5.217
C -0.092 2.178 -2.796
H -0.054 5.602 -2.922
N -0.006 -1.273 -2.984
H 1.923 -0.850 2.928
C -2.502 -0.136 -0.434
H -2.683 2.043 -0.265
C 1.238 -1.374 -3.414
N -1.419 -2.663 -0.702
H -3.110 2.653 2.528
H 0.617 6.964 -1.355
H 2.363 2.017 -2.420
H -0.299 7.446 0.006
I 2.993 -3.426 0.320
C -3.401 -3.792 -0.341
H 1.680 -5.849 1.603
H -0.155 2.875 0.418
C 2.130 0.679 0.057
C -0.039 -5.286 2.724
C -0.009 4.329 -1.131
H 3.503 0.652 -2.284
C 1.454 -0.616 1.958
C 0.426 -2.649 1.873
N -1.189 2.758 3.221
H -1.937 -1.790 -3.751
C -0.242 5.426 -0.153
N -0.101 1.959 -1.467
H 0.223 -3.886 -1.025
C 2.652 1.478 2.312
C 3.476 2.417 1.710
C -2.789 -5.019 -0.400
C 2.583 1.372 3.816
O 3.503 0.352 4.267
C -0.018 4.580 -2.535
H -0.324 -2.679 -5.922
N -2.177 2.347 2.271
H -1.766 -4.459 3.776
C 0.019 3.445 -3.354
N 0.618 -1.355 1.339
C 1.314 -3.715 1.490
H -1.357 -2.140 3.008
H -1.065 3.748 3.014
H 0.071 3.575 -4.452
N 1.207 -1.922 -4.626
H 4.126 3.039 2.278
C -0.079 3.034 -0.666
C -0.836 -1.885 -3.891
H 3.990 0.602 5.038
N 0.060 6.686 -0.600
H -0.170 1.275 -3.406
O 1.661 -0.261 -0.850
H -4.457 -3.675 -0.159
H 1.561 1.148 4.178
C -2.710 -2.608 -0.452
C -4.514 0.951 -0.180
C 3.314 1.670 -1.908
H 2.113 -1.043 -2.904
H -5.286 1.690 -0.132
C 1.037 -5.032 1.912
C -0.644 -2.936 2.764
H -1.595 2.718 4.111
H -0.236 -6.314 3.029
C -3.153 1.094 -0.327
H -0.890 -6.001 -0.465
C -0.092 -2.301 -4.948
C 1.991 0.573 1.442
H -2.180 1.350 2.284
S -4.941 -0.715 -0.262
C -3.284 -1.262 -0.367
C -0.816 -3.887 -0.719
*
```

9.
This record from the OMol25 dataset describes a 2-piece molecular cluster, Br3OP overall. The level of theory is the ωB97M-V functional and the def2-TZVPD basis.

frontier orbital gap: 8.8118 eV
structure (SMILES): O=PBr.BrBr
HOMO level: -10.18 eV
energy: -8138.65741 Ha

Geometry as ORCA input:
```
! wB97M-V def2-TZVPD RIJCOSX def2/J DEFGRID3
* xyz 0 1
Br -0.541 1.546 -2.759
O -0.662 -0.218 1.398
P 0.164 -0.956 2.356
Br -1.058 -0.503 -3.624
Br 2.097 0.132 2.629
*
```

10.
This record from the OMol25 dataset describes C26H22ClO5PV as an isolated structure. The level of theory is the ωB97M-V functional and the def2-TZVPD basis.

frontier orbital gap (alpha / beta): 7.4625 / 7.5667 eV
HOMO level (alpha / beta): -7.35 / -7.53 eV
energy: -3125.76571 Ha

Geometry as ORCA input:
```
! wB97M-V def2-TZVPD RIJCOSX def2/J DEFGRID3
* xyz 0 4
H -3.321 -0.252 4.072
P 0.238 0.274 -0.791
H 4.668 -1.717 -0.305
V -0.942 -1.710 0.175
H 3.007 4.058 0.920
H -1.488 2.044 0.552
H 0.745 -2.222 2.611
C -0.212 -1.934 2.177
C -2.656 0.808 -3.672
C -2.208 1.923 -4.355
H -1.195 4.199 1.720
C 2.744 -0.816 -0.579
C 2.020 3.623 0.833
O -1.841 -3.476 0.472
C -0.716 0.899 -2.223
C 0.629 -3.626 -0.479
H -0.152 0.290 2.088
H -3.492 -2.015 2.309
H 2.473 -0.885 0.471
H -1.287 -3.206 3.672
O -2.104 -5.003 2.085
C -1.913 0.310 -2.612
C -1.028 2.548 -3.971
C -1.129 -0.304 3.982
H -3.583 0.323 -3.947
H 2.717 1.922 -0.271
C 3.970 -1.292 -1.015
H -2.789 2.314 -5.179
C -2.517 -0.987 4.032
C 4.293 -1.239 -2.364
C -0.710 -0.540 2.517
C 1.836 -0.263 -1.486
C 3.392 -0.704 -3.271
O 0.151 -2.932 -1.307
H -2.635 -1.681 4.862
O 1.189 -4.270 0.288
H -0.410 -0.775 4.652
H -0.685 3.432 -4.490
C 0.594 1.854 0.048
H -1.183 0.756 4.229
H 1.058 5.205 1.915
H 3.637 -0.672 -4.325
C -1.807 -3.888 1.700
C 2.168 -0.214 -2.837
H 5.244 -1.623 -2.708
Cl -2.562 -1.063 -1.762
C -1.409 -2.781 2.674
C -0.299 2.041 -2.911
H 0.609 2.539 -2.592
C -0.339 3.704 1.281
C -2.522 -1.696 2.682
H 1.469 0.188 -3.558
C -0.504 2.499 0.620
C 1.858 2.418 0.162
C 0.926 4.268 1.390
O -1.995 -0.657 1.816
*
```

11.
This record from the OMol25 dataset describes a 14-piece molecular cluster, H26O17S overall. The level of theory is the ωB97M-V functional and the def2-TZVPD basis.

frontier orbital gap: 4.7006 eV
HOMO level: -0.54 eV
energy: -1692.86619 Ha

Geometry as ORCA input:
```
! wB97M-V def2-TZVPD RIJCOSX def2/J DEFGRID3
* xyz -2 1
O 0.934 -0.115 0.983
O -1.313 4.517 -4.024
H 2.786 -3.484 -3.321
O 3.207 -4.211 -3.779
H 1.747 2.994 3.821
S 0.086 -0.049 -0.192
H -0.323 -0.546 -5.173
O 0.772 -0.457 -1.357
O -0.804 -0.735 -5.980
H -1.106 4.126 -3.175
H 5.465 -0.739 4.035
O -1.018 -0.959 -0.001
H -4.942 -0.582 3.467
H -3.412 3.897 1.105
H 2.634 -3.510 1.062
H -0.861 -2.017 4.860
H -4.797 -4.994 1.462
O 3.514 1.981 -4.302
H 4.540 -0.556 2.850
H -3.635 -4.072 1.765
H 3.421 1.464 -3.502
H -3.693 -0.538 2.612
H 4.097 -3.852 1.251
H 1.471 4.507 -0.242
H 0.457 -1.665 4.204
O 1.783 5.409 -0.174
O -3.879 -4.996 1.736
H 3.091 1.454 -4.980
O -4.812 -2.138 -2.801
H -4.205 -1.992 -2.075
H -3.297 3.448 2.546
O -4.009 -0.370 3.500
H -1.045 3.856 -4.663
H 1.284 4.020 4.833
O -0.408 1.338 -0.300
H -5.201 -1.279 -2.965
O -3.708 4.110 1.990
O 5.457 -0.709 3.078
O 1.974 3.846 4.192
O 0.086 -2.101 4.971
O 3.233 -4.252 1.149
H 4.111 -4.203 -3.462
H 1.688 5.627 0.753
H -1.370 -1.474 -5.754
*
```

12.
This record from the OMol25 dataset describes C30H49BBaN6O3P as an isolated structure. The level of theory is the ωB97M-V functional and the def2-TZVPD basis.

frontier orbital gap: 8.7444 eV
HOMO level: -10.61 eV
energy: -2118.50362 Ha

Geometry as ORCA input:
```
! wB97M-V def2-TZVPD RIJCOSX def2/J DEFGRID3
* xyz 1 1
H 3.629 -1.899 -3.155
C 0.342 1.266 -3.095
C -0.643 0.286 -3.008
C 4.010 -1.485 0.410
H -0.197 5.234 1.921
H 5.631 -1.935 4.189
C 0.165 4.219 1.770
H 3.706 -0.812 -4.534
H 3.653 -1.901 -0.537
H -5.932 1.062 2.517
H 4.559 -2.308 5.549
C -0.041 2.714 -3.173
C -4.745 0.276 -2.823
C -3.534 -2.051 3.860
C 1.018 -1.436 -3.201
H 5.678 -0.419 -0.442
O 3.250 -0.294 0.647
H 0.771 3.364 -2.852
H 3.254 3.555 3.658
H -3.631 2.450 4.942
H 6.054 -2.068 0.086
H -5.530 -0.631 2.832
H 4.128 -0.212 -2.938
H -6.756 0.141 -0.624
H -2.088 -1.938 -2.250
H 4.421 2.257 3.935
H -3.680 -1.119 4.398
O 3.955 -0.226 2.994
B -2.418 0.087 1.401
H 1.642 -3.419 2.731
H -4.378 1.349 3.784
C -5.706 0.128 -0.417
H 2.875 -0.693 4.705
H -1.962 -2.041 -4.005
H -0.927 2.912 -2.573
C 1.672 0.867 -3.212
C 5.496 -1.166 0.328
C 0.940 -3.390 1.900
N -3.758 0.059 0.642
N -1.886 -1.178 2.140
P 2.601 0.011 2.123
H -0.967 -3.099 -3.006
C -1.730 3.272 3.285
H 0.698 -4.416 1.633
H -1.281 -3.865 3.868
Ba 0.262 0.424 0.271
H 4.561 1.801 1.518
H -1.834 4.063 4.001
C -5.109 0.065 0.825
H -4.380 -2.210 3.194
C -0.306 -2.669 2.275
C 3.913 -0.648 4.356
C -2.447 2.087 3.232
H 5.840 -0.779 1.284
C 4.106 3.026 3.235
C 3.738 2.416 1.891
C -3.439 1.642 4.241
C -5.900 0.062 2.085
H 0.399 4.076 0.713
H 1.074 4.092 2.359
C 2.023 -0.478 -3.270
H 3.529 3.209 1.167
H 4.441 0.106 4.950
H -5.755 0.053 -3.154
H -1.686 0.567 -2.956
C -1.278 -3.021 3.208
H 1.264 -2.487 -3.298
C 3.455 -0.876 -3.476
H 2.444 1.617 -3.323
H 3.831 -2.211 1.210
C -0.316 -1.067 -3.074
H 4.090 -2.752 3.902
H -6.920 -0.225 1.833
H -1.682 0.113 0.456
H -4.042 -0.411 -3.290
C -1.396 -2.102 -3.075
H -4.510 1.294 -3.133
C -2.266 -2.056 3.092
H 1.405 -2.904 1.041
O 2.536 1.625 1.974
H -3.513 -2.868 4.577
N -0.681 -1.557 1.658
N -3.507 0.121 -0.698
C -4.658 0.167 -1.340
N -2.029 1.390 2.156
C 4.592 -2.000 4.508
N -1.048 2.090 1.541
C -0.859 3.227 2.198
H -0.273 2.968 -4.208
H 4.923 3.731 3.097
H -3.040 0.798 4.801
*
```

13.
This record from the OMol25 dataset describes one molecule with the formula C7H8. The level of theory is the ωB97M-V functional and the def2-TZVPD basis.

frontier orbital gap: 9.7059 eV
structure (SMILES): C=C=C1C[C@H]1C=C
HOMO level: -8.72 eV
energy: -271.35424 Ha

Geometry as ORCA input:
```
! wB97M-V def2-TZVPD RIJCOSX def2/J DEFGRID3
* xyz 0 1
H 3.195 -1.619 0.623
H -3.244 -1.636 0.885
C -0.194 1.732 0.187
C 0.658 0.639 -0.419
H 0.060 1.893 1.149
C -3.088 -0.922 -0.059
H 2.572 -1.441 -1.125
C 2.535 -1.083 -0.118
C -1.989 -0.147 -0.083
C 1.709 -0.106 0.290
C -0.835 0.416 -0.011
H 2.056 -0.005 1.340
H -0.506 2.585 -0.430
H 0.941 0.634 -1.488
H -3.870 -0.938 -0.743
*
```